# 1
240
Properties=species:S:1:pos:R:3:lowdin_charge:R:1 method="wB97M-V/def2-TZVPD" gap_ev=8.272 de_lowest_ev=4.805 total_charge=0 smiles=CC1(C)CCCC(C)(C)N1O.CC1(C)CCCC(C)(C)N1O.CC1(C)CCCC(C)(C)N1O.CC1(C)CCCC(C)(C)N1O.CC1(C)CCCC(C)(C)N1O.CC1(C)CCCC(C)(C)N1O.CC1(C)CCCC(C)(C)N1O.CC1(C)CCCC(C)(C)N1O lumo_ev=0.44 mol_weight_g_mol=1258.056 energy_ev=-105417.52167
C -1.89559 0.11862 7.83022 -0.04
C -2.80976 0.70438 6.72218 -0.48
C -2.80596 -0.38800 5.64605 -0.02
C -4.20923 0.85836 7.33171 -0.13
C -5.04688 1.93451 6.62051 -0.18
C -4.30291 3.23126 6.47739 -0.15
C -2.93001 3.08664 5.79423 -0.53
C -3.21978 2.87757 4.27988 -0.01
C -2.20769 4.40880 5.99810 -0.04
N -2.20044 1.98913 6.38377 -0.10
O -0.89607 1.89425 5.85873 -0.01
H -0.97815 -0.28663 7.39924 0.05
H -1.59126 0.73122 8.68397 0.09
H -2.41935 -0.71572 8.31294 0.08
H -3.43553 -0.05279 4.80848 0.08
H -1.83840 -0.75261 5.31060 0.08
H -3.43455 -1.24243 5.91533 0.07
H -4.73936 -0.09588 7.32103 0.12
H -4.14337 1.04714 8.40737 0.12
H -5.43719 1.52774 5.68182 0.11
H -5.95405 2.00463 7.23045 0.11
H -4.00950 3.53755 7.49443 0.12
H -4.87393 4.06473 6.07475 0.12
H -2.25858 2.74177 3.77670 0.07
H -3.79915 3.71525 3.90084 0.09
H -3.72305 1.91998 4.15494 0.06
H -1.25280 4.51742 5.48102 0.08
H -2.01448 4.64368 7.04914 0.09
H -2.82673 5.23682 5.64083 0.09
H -0.33889 2.16720 6.59721 0.11
C -3.56111 -6.34087 -5.10471 -0.03
C -3.50892 -4.87649 -5.54912 -0.51
C -3.32524 -3.97493 -4.32789 -0.04
C -2.22940 -4.68150 -6.43450 -0.12
C -2.33309 -3.65091 -7.55299 -0.18
C -3.51818 -4.01273 -8.46040 -0.15
C -4.82742 -4.13921 -7.68382 -0.51
C -5.52710 -2.77489 -7.75190 -0.04
C -5.65244 -5.22180 -8.44259 -0.02
N -4.69774 -4.52696 -6.29821 -0.13
O -5.88910 -4.96433 -5.71151 0.01
H -3.88722 -7.06914 -5.84851 0.09
H -2.56798 -6.71553 -4.83497 0.08
H -4.21344 -6.41293 -4.23370 0.08
H -4.16420 -4.18670 -3.65565 0.08
H -2.40381 -4.22498 -3.80263 0.08
H -3.37289 -2.91223 -4.56759 0.09
H -1.50269 -4.35750 -5.68871 0.09
H -1.84162 -5.58056 -6.92199 0.12
H -2.62145 -2.67842 -7.12100 0.10
H -1.42907 -3.37513 -8.09830 0.10
H -3.27836 -4.88578 -9.07458 0.12
H -3.55506 -3.20529 -9.19477 0.11
H -5.54911 -2.36375 -8.76819 0.08
H -5.00191 -1.99956 -7.18764 0.08
H -6.58251 -2.74230 -7.46343 0.08
H -5.59650 -5.03898 -9.52061 0.08
H -6.70226 -5.01166 -8.23652 0.07
H -5.23290 -6.19814 -8.22554 0.09
H -6.32889 -4.16351 -5.39971 0.11
C 2.47480 1.39230 -8.05008 -0.03
C 2.58450 -0.12668 -7.84878 -0.50
C 2.61932 -0.93663 -9.14019 -0.04
C 3.81244 -0.44127 -6.99070 -0.14
C 3.68621 -0.16859 -5.49927 -0.17
C 2.46179 -0.94163 -5.01495 -0.13
C 1.16292 -0.53505 -5.70930 -0.51
C 0.07450 -1.56791 -5.41518 -0.04
C 0.69415 0.86154 -5.26427 -0.02
N 1.34343 -0.55815 -7.15715 -0.15
O 0.17941 -0.43072 -7.92408 -0.01
H 3.06923 1.64015 -8.94622 0.08
H 1.47337 1.66533 -8.37919 0.08
H 2.92416 2.00065 -7.26981 0.08
H 2.36213 -1.97626 -8.91961 0.09
H 1.93767 -0.56407 -9.90136 0.08
H 3.62504 -1.06547 -9.55355 0.08
H 4.18665 -1.45996 -7.11930 0.12
H 4.58156 0.18430 -7.46250 0.12
H 4.58648 -0.60917 -5.06412 0.11
H 3.63079 0.87427 -5.18861 0.10
H 2.33801 -0.75449 -3.94366 0.12
H 2.57675 -2.01934 -5.15105 0.12
H -0.14381 -1.80428 -4.36451 0.08
H 0.26781 -2.52068 -5.91248 0.08
H -0.92089 -1.19876 -5.68436 0.08
H -0.11420 1.26996 -5.86966 0.09
H 1.54060 1.54237 -5.38110 0.06
H 0.39307 0.85703 -4.21324 0.06
H -0.10022 -1.34313 -8.05930 0.08
C 0.02119 1.52826 -0.99184 -0.01
C -0.78963 0.65607 -0.04857 -0.50
C -1.09204 1.32117 1.30139 -0.02
C -2.19820 0.49401 -0.66320 -0.15
C -2.29282 -0.52691 -1.80180 -0.16
C -1.87174 -1.89148 -1.28748 -0.14
C -1.01303 -1.89938 -0.01160 -0.50
C -1.88841 -2.04130 1.25659 -0.02
C -0.12880 -3.13740 -0.07791 -0.04
N -0.20664 -0.68549 0.00496 -0.09
O 0.95913 -0.75168 0.78814 -0.02
H -0.26613 2.57577 -1.04439 0.08
H 1.06245 1.45853 -0.64378 0.06
H 0.13987 1.09588 -1.98761 0.07
H -1.64859 0.68692 1.98492 0.07
H -0.11401 1.59214 1.72084 0.07
H -1.64038 2.25311 1.15612 0.09
H -3.00669 0.32768 0.05100 0.11
H -2.53202 1.42948 -1.13218 0.12
H -3.34126 -0.47762 -2.11029 0.11
H -1.72074 -0.19836 -2.67153 0.09
H -1.48754 -2.47095 -2.13402 0.09
H -2.73421 -2.52123 -1.02634 0.12
H -2.82700 -1.49217 1.13835 0.08
H -1.43122 -1.59992 2.14422 0.08
H -2.17982 -3.07002 1.47353 0.06
H 0.58239 -3.09806 0.74908 0.08
H 0.47197 -3.18984 -0.99144 0.08
H -0.69766 -4.06622 -0.07003 0.09
H 1.66339 -0.43621 0.21026 0.08
C 7.11505 3.53518 -0.99295 -0.04
C 5.58427 3.41361 -1.03923 -0.50
C 4.97870 3.81786 -2.37756 -0.02
C 5.40810 1.88654 -0.83770 -0.15
C 3.97930 1.52340 -0.45004 -0.19
C 3.73168 2.12880 0.93540 -0.15
C 3.73801 3.64689 0.79838 -0.50
C 2.43844 4.15407 0.20678 -0.03
C 3.79213 4.19521 2.24525 -0.03
N 4.98612 4.04044 0.14008 -0.09
O 5.08513 5.44609 0.06411 0.00
H 7.42194 4.50234 -1.41249 0.08
H 7.43775 3.55048 0.04794 0.09
H 7.63637 2.76818 -1.55975 0.08
H 5.01669 4.87425 -2.63687 0.08
H 5.27506 3.10236 -3.14666 0.09
H 3.88977 3.65651 -2.36409 0.06
H 5.62744 1.25980 -1.71075 0.12
H 6.03486 1.41407 -0.07594 0.12
H 3.23527 1.92988 -1.13670 0.09
H 3.88212 0.43721 -0.34184 0.11
H 4.48527 1.70495 1.60233 0.12
H 2.74944 1.76414 1.25259 0.10
H 2.31900 3.91054 -0.85273 0.06
H 2.29402 5.23828 0.26790 0.08
H 1.51031 3.85522 0.70382 0.09
H 3.05197 3.67405 2.84899 0.07
H 3.60358 5.27230 2.22153 0.08
H 4.76160 4.15639 2.74787 0.09
H 5.87173 5.70300 0.55722 0.11
C 2.07609 1.07645 4.29597 -0.03
C 2.92270 -0.17072 4.56290 -0.51
C 2.87246 -1.04000 3.28894 -0.01
C 4.33551 0.30474 4.89707 -0.15
C 5.20299 -0.70132 5.61276 -0.18
C 4.47297 -1.31551 6.80314 -0.13
C 3.03703 -1.85730 6.56275 -0.50
C 3.12211 -3.17887 5.79598 -0.02
C 2.39758 -1.97825 7.92837 -0.03
N 2.40435 -0.80025 5.76697 -0.09
O 0.99511 -0.97323 5.71944 -0.04
H 2.52750 1.75038 3.57072 0.06
H 1.10618 0.73866 3.92881 0.08
H 1.93903 1.67186 5.20342 0.09
H 1.82362 -1.34006 3.25352 0.08
H 3.16783 -0.52848 2.37627 0.07
H 3.48336 -1.92715 3.44679 0.07
H 4.83486 0.80179 4.05646 0.11
H 4.21123 1.18549 5.54655 0.12
H 5.52895 -1.48459 4.91372 0.11
H 6.17807 -0.27595 5.86513 0.11
H 4.58707 -0.75141 7.72850 0.12
H 5.10220 -2.20495 6.96585 0.12
H 3.85965 -3.27566 5.00506 0.07
H 2.12803 -3.40227 5.39279 0.07
H 3.26812 -4.01137 6.49457 0.09
H 1.89156 -1.04255 8.18869 0.09
H 3.10168 -2.12669 8.74484 0.08
H 1.58045 -2.70257 7.95944 0.07
H 0.62572 -0.09879 5.89432 0.06
C -1.43198 5.58638 -2.30028 -0.03
C -0.35874 5.97505 -3.32024 -0.50
C 0.41004 4.66221 -3.64756 -0.03
C -1.06010 6.45759 -4.59525 -0.14
C -0.17578 7.18901 -5.61335 -0.17
C 0.51098 8.36346 -4.90559 -0.15
C 1.26012 7.95067 -3.63197 -0.51
C 2.56170 7.24703 -4.10664 -0.02
C 1.57707 9.24842 -2.90002 -0.03
N 0.43544 7.08340 -2.81246 -0.09
O 1.10387 6.75628 -1.59904 -0.01
H -2.11769 4.91328 -2.82542 0.09
H -1.00010 4.99838 -1.49277 0.07
H -2.01235 6.45442 -1.99335 0.09
H 1.42653 4.45083 -3.29061 0.07
H -0.20593 3.77780 -3.48700 0.07
H 0.67134 4.60640 -4.71590 0.07
H -1.31731 5.58162 -5.20949 0.12
H -2.04149 6.88718 -4.39373 0.12
H 0.62734 6.57081 -6.01431 0.10
H -0.81577 7.56207 -6.41153 0.11
H -0.26641 9.08133 -4.62891 0.12
H 1.17747 8.84435 -5.62484 0.12
H 3.26628 7.88967 -4.63197 0.09
H 2.30205 6.43326 -4.78751 0.07
H 3.09503 6.76982 -3.27828 0.07
H 1.77516 9.10327 -1.83204 0.08
H 0.71194 9.91055 -2.81552 0.08
H 2.45734 9.76088 -3.28399 0.08
H 1.74526 6.11719 -1.94855 0.06
C -2.58541 -8.34701 5.75456 -0.06
C -1.91480 -7.02590 5.33790 -0.52
C -0.45421 -7.33614 4.99621 -0.03
C -2.66529 -6.64187 4.05144 -0.13
C -2.58661 -5.14152 3.74237 -0.18
C -2.87393 -4.26189 4.97352 -0.14
C -2.13758 -4.60992 6.27080 -0.49
C -0.74677 -3.98694 6.15947 -0.03
C -2.91426 -4.08355 7.47382 -0.03
N -2.11234 -6.06961 6.40163 -0.12
O -1.54099 -6.49208 7.61425 -0.01
H -3.59879 -8.18803 6.14220 0.09
H -2.79325 -9.02766 4.92392 0.08
H -2.04285 -8.91692 6.51135 0.08
H -0.40720 -8.16354 4.28640 0.08
H 0.03849 -6.48629 4.50801 0.08
H 0.18804 -7.54950 5.85127 0.08
H -2.12698 -7.05483 3.19906 0.12
H -3.71718 -6.90763 4.15431 0.12
H -1.55073 -4.95615 3.42112 0.10
H -3.15557 -4.67867 2.93437 0.10
H -3.95690 -4.25393 5.13498 0.12
H -2.58352 -3.27444 4.60423 0.10
H -0.69370 -3.04058 6.71340 0.07
H -0.29002 -3.71990 5.20571 0.08
H -0.02671 -4.61234 6.70050 0.09
H -3.36989 -3.10585 7.30465 0.07
H -2.16064 -3.84143 8.23717 0.08
H -3.58979 -4.75933 7.99078 0.08
H -2.27232 -6.87090 8.11410 0.10

# 2
18
Properties=species:S:1:pos:R:3:lowdin_charge:R:1 method="wB97M-V/def2-TZVPD" gap_ev=8.453 de_lowest_ev=0.924 total_charge=0 smiles="CO[C@H](SC)C(C)=S" lumo_ev=-0.22 mol_weight_g_mol=150.268 energy_ev=-29063.99364
C 0.56525 2.21267 -0.46386 -0.09
O -0.33987 1.14423 -0.42056 -0.23
C 0.18554 -0.03567 -1.00493 -0.70
S -1.18530 -1.19246 -1.31967 0.91
C -2.18747 -1.02720 0.16335 -0.40
C 1.26280 -0.70437 -0.18158 -0.85
C 0.90129 -0.94916 1.26173 -0.11
S 2.65904 -1.14818 -0.86231 0.76
H 0.80503 2.47111 -1.48355 0.09
H 0.09883 3.06686 0.00263 0.09
H 1.52347 1.98802 0.06015 0.10
H 0.60459 0.19718 -1.99785 0.10
H -1.76072 -1.49411 1.07709 0.03
H -2.36157 0.02284 0.37603 0.04
H -3.16042 -1.48991 -0.01629 0.04
H 0.33791 -0.10447 1.64525 0.08
H 1.80954 -1.12032 1.83630 0.07
H 0.24207 -1.83706 1.32808 0.08

# 3
59
Properties=species:S:1:pos:R:3:lowdin_charge:R:1 method="wB97M-V/def2-TZVPD" gap_ev="6.853 / 6.489" de_lowest_ev=5.923 spin_multiplicity=3 total_charge=+2 lumo_ev="-6.22 / -6.91" mol_weight_g_mol=579.975 energy_ev=-81829.64556
Ni -0.61206 0.36806 -0.33963 0.46
C -3.57796 0.60339 -0.96762 -0.02
C -3.49817 -0.16041 0.31544 -0.30
C -4.66503 -0.64957 0.89162 0.00
C -4.60922 -1.32876 2.09299 -0.02
C -3.37393 -1.49297 2.69435 -0.13
C -2.24325 -1.01103 2.05331 -0.53
N -2.28472 -0.36660 0.87997 0.01
Sb -0.40378 -1.54959 3.02550 1.43
C 1.07485 0.11410 2.52384 -0.48
C 1.04105 0.98887 3.71765 -0.15
C 0.86918 2.30238 3.60705 -0.04
C 0.81852 2.93727 2.29835 0.00
C 0.99039 2.25318 1.16815 -0.28
C 1.05293 2.87567 -0.18702 -0.02
N 1.08564 0.80964 1.19159 -0.03
C 2.41994 -1.72706 1.28251 -0.14
C 2.44528 -3.08896 1.15802 0.03
C 2.34826 -3.56689 -0.15205 0.02
C 2.30200 -2.70676 -1.24680 0.03
C 2.33093 -1.32731 -1.09052 -0.19
C 2.36080 -0.30655 -2.17100 0.02
N 2.36713 -0.93853 0.18922 0.06
H -4.59593 0.92595 -1.17371 0.10
H -2.93847 1.48347 -0.91940 0.07
H -3.25075 -0.02455 -1.79648 0.08
H -5.60983 -0.49046 0.39110 0.13
H -5.50640 -1.72314 2.55134 0.13
H -3.29114 -1.98604 3.65485 0.09
H 1.15769 0.51243 4.68393 0.11
H 0.83381 2.92732 4.48888 0.12
H 0.67553 4.00792 2.24676 0.13
H 1.38826 3.90842 -0.11943 0.10
H 1.73699 2.33581 -0.84174 0.07
H 0.05913 2.89221 -0.63868 0.05
H 2.52013 -3.74827 2.01039 0.13
H 2.31705 -4.63486 -0.32326 0.13
H 2.26322 -3.11059 -2.24889 0.13
H 2.56463 -0.77279 -3.13154 0.10
H 1.40707 0.22170 -2.23657 0.05
H 3.13616 0.43439 -1.96875 0.11
C -0.98323 -1.43059 -3.32364 0.00
C -1.03460 0.05309 -3.44318 -0.40
N -0.81950 0.91517 -2.46234 0.01
C -0.98879 2.17856 -3.00192 -0.12
C -1.29169 2.06804 -4.31773 -0.04
N -1.31399 0.71929 -4.57987 0.13
H -0.80430 -1.69296 -2.28119 0.06
H -0.19187 -1.84688 -3.94842 0.09
H -1.92515 -1.88880 -3.62840 0.10
H -0.90059 3.07711 -2.41588 0.10
H -1.48355 2.81394 -5.06854 0.13
H -1.50171 0.30446 -5.47844 0.18
C 3.59749 -0.34532 3.14565 0.03
C 2.46242 -0.50646 2.17888 -0.33
N 2.43938 0.31480 0.87023 0.16
H 3.38327 -0.91358 4.05271 0.11
H 3.71813 0.70269 3.41485 0.10
H 4.53231 -0.71307 2.72351 0.10

# 4
55
Properties=species:S:1:pos:R:3:lowdin_charge:R:1 method="wB97M-V/def2-TZVPD" gap_ev=8.566 de_lowest_ev=0.000 total_charge=+1 lumo_ev=-2.97 mol_weight_g_mol=494.207 energy_ev=-172930.77327
F -0.00505 -1.38424 3.45751 0.05
C -0.10197 -1.82134 2.17180 -0.89
F -1.26088 -2.54994 2.08208 -0.01
Br 1.39912 -2.99877 1.77743 0.87
C -0.15934 -0.59177 1.22819 -0.80
F 1.12085 -0.12415 1.10735 -0.03
Br -0.71103 -1.14241 -0.55227 0.92
C -1.00543 0.58096 1.74776 -0.14
C -2.28309 0.25108 2.51210 -0.11
C -3.31450 -0.50546 1.67709 -0.26
C -4.31537 0.41722 0.98726 -0.13
O -5.56596 -0.20760 0.76799 -0.09
C -5.48062 -1.57903 0.49493 -0.16
C -4.90396 -2.36810 1.68440 -0.06
N -4.14068 -1.41981 2.55064 0.11
H -0.33335 1.19253 2.33909 0.14
H -1.28396 1.18802 0.89138 0.09
H -2.73445 1.20010 2.79350 0.13
H -2.07550 -0.25381 3.45105 0.12
H -2.86243 -1.15331 0.93842 0.07
H -3.88935 0.76978 0.04697 0.14
H -4.51169 1.29674 1.59324 0.14
H -4.87949 -1.76392 -0.39649 0.14
H -6.47325 -1.95411 0.28226 0.14
H -4.19134 -3.09381 1.30804 0.14
H -5.65845 -2.87637 2.26904 0.14
H -3.52098 -1.91910 3.18344 0.18
H -4.80186 -0.84400 3.07233 0.20
C 3.76067 0.07191 -1.28375 -0.08
C 2.65573 0.56573 -2.19864 -0.32
O 2.00271 -0.50678 -2.87246 -0.09
H 4.49646 -0.49838 -1.85197 0.06
H 4.26643 0.90493 -0.79359 0.08
H 3.35840 -0.59053 -0.51294 0.06
H 3.05932 1.21130 -2.97638 0.11
H 1.91826 1.14477 -1.62842 0.10
H 1.62540 -1.07860 -2.20048 0.02
C 6.95992 -2.65362 -2.95700 -0.09
C 7.74448 -1.35732 -2.86475 -0.33
O 7.41560 -0.46886 -3.92920 -0.08
H 7.14835 -3.14294 -3.91218 0.08
H 7.23278 -3.33840 -2.15244 0.07
H 5.88590 -2.45833 -2.89548 0.06
H 8.81213 -1.55168 -2.94539 0.11
H 7.56311 -0.86202 -1.90394 0.10
H 6.47645 -0.27594 -3.87556 0.07
C -0.76207 4.57358 0.03329 -0.08
C -1.94186 3.84615 -0.58371 -0.32
O -3.11959 3.95173 0.21647 -0.09
H -0.56099 4.19440 1.03660 0.07
H 0.13570 4.45202 -0.57373 0.08
H -0.97149 5.64091 0.12221 0.08
H -1.73160 2.77819 -0.66327 0.09
H -2.14023 4.22000 -1.59206 0.12
H -3.34598 4.88245 0.29223 0.08